# 1
The following is a quantum chemistry calculation of a structure of composition C21H32ClN6O, from the Open Molecules 2025 dataset.

Structure (XYZ):
```
61
Properties=species:S:1:pos:R:3:nbo_charge:R:1
C 2.46 -2.12 2.65 -0.413
N -0.14 0.68 -1.83 -0.408
N 0.26 -1.82 -3.60 -0.220
C -1.87 1.98 4.27 -0.194
C 1.78 -2.59 0.49 0.184
C 0.09 2.03 -1.02 -0.214
C -1.37 0.59 3.50 -0.040
H 3.43 -1.79 -1.08 0.219
H -0.02 2.13 -5.72 0.262
N 1.25 -3.46 -2.74 -0.245
H 1.09 -0.01 -4.93 0.254
H -3.58 3.90 0.55 0.214
H -1.33 -0.31 1.67 0.214
H -2.31 4.74 1.22 0.206
H 2.99 0.35 -3.31 0.230
C -1.82 1.90 1.47 0.094
H -0.94 3.54 -0.15 0.261
Cl -0.84 -0.79 4.29 0.066
H 0.92 -3.01 0.30 0.179
O 1.40 -1.02 0.56 -0.653
C 1.23 0.15 -2.11 -0.119
C 0.22 1.90 -4.65 -0.624
C 2.17 1.07 -3.29 -0.280
H 2.23 1.46 -5.32 0.209
N -2.25 1.68 0.01 -0.401
H -1.60 2.90 -1.56 0.173
C -3.08 4.18 1.31 -0.564
H 2.90 -0.22 1.87 0.138
C -1.56 0.62 2.14 -0.317
H -1.94 1.70 5.35 0.256
H -0.44 1.03 -2.62 0.419
H -2.90 0.78 -1.70 0.215
N 1.56 -2.47 -2.13 -0.133
C 2.68 -2.53 -1.05 -0.178
C -1.10 2.54 -0.53 -0.305
H 1.85 -0.03 -1.12 0.287
H 2.15 1.83 -2.83 0.146
H -1.20 -0.86 -1.73 0.241
C -2.13 2.92 3.47 -0.193
H -3.91 4.64 2.04 0.228
H 3.85 -2.79 1.24 0.230
C -2.44 2.91 2.03 0.020
H -2.72 -0.07 -0.01 0.235
N 0.20 -2.90 -3.75 0.036
H 2.93 -3.44 -1.16 0.206
C 1.19 -1.44 -2.52 0.226
H 2.47 -4.13 1.68 0.260
C -1.11 -0.21 -0.91 -0.213
H 1.34 -2.58 3.22 0.196
C 2.82 -2.98 1.54 -0.477
H -2.83 3.94 4.09 0.208
H -0.78 1.26 -4.25 0.159
H 1.14 -0.41 2.47 0.228
C 1.23 1.02 -4.68 -0.417
H 0.18 2.82 -4.01 0.223
C -2.32 0.49 -0.68 -0.252
H -0.44 -0.39 -0.13 0.273
H 0.75 1.87 0.18 0.202
C 2.18 -0.75 1.93 -0.033
H 0.83 2.68 -1.49 0.249
H 3.09 -2.05 3.51 0.250
```

- Total charge: +1
- Kohn-Sham gap: 0.339 Ha
- Highest occupied orbital energy: -11.42 eV
- ΔE to the lowest compared entry with this formula, charge and spin: 555.9 kcal/mol

---

# 2
The following is a quantum chemistry calculation of the ion C21H32F10N9O2S with charge +1, from the Open Molecules 2025 dataset.

Structure (XYZ):
```
75
Properties=species:S:1:pos:R:3:mulliken_charge:R:1
H -0.06 -0.66 -4.40 0.302
F -0.02 5.73 -2.96 -0.231
H -0.86 -2.40 6.00 0.412
H 0.19 -4.62 2.79 0.284
H 2.51 2.44 4.89 0.468
H 4.53 -0.15 -0.31 0.594
C 2.43 -0.40 -0.32 -1.061
H -0.66 -4.12 5.63 0.358
H 1.77 -0.29 1.65 1.020
N -2.16 -1.53 -4.17 -0.424
H 1.39 -4.17 3.97 0.504
H -3.29 0.30 -2.14 0.621
C 0.39 -1.60 0.82 0.429
H -0.39 -1.64 -2.49 -0.246
F -0.25 2.98 -3.38 -0.383
C -0.60 -0.03 -0.49 -1.562
H -3.05 -1.87 -3.85 0.235
H -3.72 0.72 -4.25 0.313
H -1.24 -2.91 3.55 0.273
C -0.89 -3.48 -1.64 -0.479
C 1.00 -2.99 1.01 -1.467
C 2.68 2.62 3.85 -0.030
F 0.01 6.19 -0.85 -0.249
C -2.29 -0.11 -2.25 -1.692
H -2.23 1.41 2.71 0.557
N -2.05 -3.68 -1.20 -0.669
H -0.48 0.87 -4.75 0.253
F -2.32 2.41 -2.29 -0.324
C -0.13 -2.16 -1.57 0.063
F 1.73 4.20 -2.02 -0.326
C -0.32 5.26 -1.76 0.509
C 3.70 0.18 0.30 -1.222
H -0.34 -4.27 -2.13 0.543
O 1.54 -3.09 2.29 -0.422
N -2.77 0.72 -4.59 -0.588
F 0.74 3.84 -0.15 -0.111
F 1.01 1.79 -2.09 -0.145
O 3.24 1.77 2.98 -0.321
H 0.75 -3.08 5.85 0.391
H 0.93 -2.37 -1.64 0.445
C -0.26 -3.13 5.47 -1.545
C -1.32 2.07 -1.47 0.289
C 3.19 2.49 1.81 0.561
H -2.04 -0.24 2.22 0.297
N -0.52 0.16 -4.03 -0.425
N -1.36 0.61 -1.36 0.723
C 0.71 -3.77 3.23 -0.622
N 2.33 3.73 3.33 -0.540
H 2.19 0.08 -1.25 0.331
N 0.21 0.62 0.45 1.456
N -0.50 -1.38 -0.38 0.690
H 0.15 -1.81 3.82 -0.003
H -2.41 -2.84 -0.75 0.308
C 0.52 3.99 -1.45 0.331
C -0.25 -2.81 3.98 0.326
N 2.66 3.64 1.98 -0.059
H -2.07 -1.60 -5.17 0.309
C -1.88 0.78 1.90 -1.489
H -2.54 0.99 1.06 0.268
H -2.41 1.67 -4.65 0.248
C -1.91 -0.14 -3.77 0.270
H -0.33 -1.54 1.63 -0.164
H 0.13 0.70 2.51 0.185
F -1.60 2.65 -0.31 -0.320
S 3.77 1.99 0.25 -0.186
C 1.27 -0.37 0.69 -0.302
F -1.63 5.03 -1.66 -0.208
H 2.68 -1.44 -0.54 0.540
C 0.01 2.67 -2.09 0.949
H -2.37 -1.12 -1.91 0.439
F -0.26 2.46 1.80 -0.320
C -0.43 1.12 1.68 0.535
H 3.88 -0.23 1.29 0.549
H 1.80 -3.14 0.29 0.262
H 0.22 -3.73 0.83 0.694
```

- Total charge: +1
- SMILES: [H]/N=C\C[N+]1=C(N(CC(N)(N)N)C(F)(F)C(F)(F)C(F)(F)C(F)(F)F)N([C@H](C)F)[C@H](CCSc2nnco2)[C@@H]1COCCC
- Kohn-Sham gap: 0.298 Ha
- Highest occupied orbital energy: -11.45 eV

---

# 3
The following is a quantum chemistry calculation of a structure of composition C21H32F3N2O6PSTi, from the Open Molecules 2025 dataset.

Structure (XYZ):
```
67
Properties=species:S:1:pos:R:3:nbo_charge:R:1
C 0.44 4.91 -1.87 -0.160
H 4.35 -1.58 2.68 0.262
C -4.74 -2.89 0.39 -0.415
H 0.54 -1.58 -3.95 0.220
H 0.77 4.42 1.49 0.228
C -2.75 -1.49 0.41 0.417
H -2.26 0.37 2.17 0.238
O 0.45 -2.52 -0.04 -0.850
C 0.45 6.30 -1.89 -0.176
C 3.50 0.99 1.68 -0.637
H 3.88 -2.43 1.21 0.225
H 0.22 0.09 -3.35 0.234
C 0.70 6.33 0.52 -0.169
H -0.26 -4.29 0.77 0.207
C 0.38 -4.97 -2.88 -0.256
H 4.36 1.24 1.05 0.233
C 0.55 -3.58 0.96 -0.270
P 1.16 -2.88 -1.51 1.685
H 0.44 -3.12 1.94 0.231
O 2.56 -0.53 0.02 -0.737
C 0.86 -0.79 -3.27 -0.250
H 3.83 1.08 2.72 0.258
H -1.91 -3.13 3.00 0.225
C -3.56 -2.42 -1.71 -0.412
H -1.04 -0.75 2.84 0.229
F -0.40 8.99 0.06 -0.309
N -3.57 -2.29 -0.25 -0.389
H 0.34 4.35 -2.79 0.230
C -2.77 -2.96 2.36 -0.417
H 2.70 1.70 1.50 0.237
H -4.39 -1.86 -2.14 0.226
H 0.36 6.84 -2.82 0.254
H -2.67 -0.69 3.54 0.230
O 0.03 -3.68 -2.28 -0.824
O 0.71 -0.16 1.60 -0.727
H -0.01 -5.75 -2.23 0.208
C -2.10 -0.61 2.62 -0.419
C 0.56 4.24 -0.65 -0.153
H -3.68 -3.48 -1.95 0.221
H 1.91 -0.54 -3.40 0.211
F 0.49 9.02 -1.91 -0.307
H 5.08 -1.13 1.14 0.236
H -3.67 -2.97 2.97 0.230
H -2.62 -2.07 -2.11 0.227
C 0.55 2.82 -0.66 0.348
C 0.61 8.51 -0.68 0.968
C 0.51 1.60 -0.74 -0.622
H -4.64 -3.97 0.50 0.218
H 3.18 -0.06 -0.56 0.521
F 1.75 8.97 -0.15 -0.309
H -5.60 -2.67 -0.24 0.236
H 1.52 -4.07 0.88 0.213
H 1.45 -5.06 -3.00 0.203
O 1.71 -1.44 3.17 -0.491
C 3.07 -0.44 1.41 0.156
C 0.58 6.99 -0.70 -0.073
Ti 0.36 -0.26 -0.16 1.521
C 1.81 -0.77 2.20 0.787
H 0.80 6.89 1.44 0.249
C 0.69 4.95 0.55 -0.174
S -2.01 -0.13 -0.44 -0.084
H -0.11 -5.00 -3.85 0.223
H -4.90 -2.44 1.37 0.224
N -2.58 -1.66 1.71 -0.388
H -2.83 -3.74 1.60 0.217
O 0.67 -1.29 -1.90 -0.837
C 4.16 -1.46 1.62 -0.631
```

- Total charge: +2
- Kohn-Sham gap: 0.249 Ha
- Highest occupied orbital energy: -14.09 eV
- ΔE to the lowest compared entry with this formula, charge and spin: 0.0 kcal/mol

---

# 4
The following is a quantum chemistry calculation of a cluster of 2 separate species, C21H32F5IN4O3P in total, from the Open Molecules 2025 dataset.

Structure (XYZ):
```
67
Properties=species:S:1:pos:R:3:nbo_charge:R:1
H 4.01 0.78 -4.87 0.192
C -4.45 0.93 1.93 -0.441
I -5.12 -0.90 4.75 0.147
F 1.54 1.70 1.42 -0.315
N -7.23 -3.40 2.48 -0.283
H -4.54 1.46 2.95 0.260
H -2.13 2.27 3.05 0.237
H 6.62 1.39 -2.10 0.199
C 3.55 0.97 -1.67 0.105
C -6.28 -2.65 2.53 0.192
C -3.57 -3.14 1.27 0.710
H 6.78 1.63 -3.81 0.191
H 1.82 -0.16 -0.89 0.224
F -0.02 0.52 0.21 -0.303
H -2.36 0.62 3.90 0.245
H 1.52 1.55 -1.11 0.168
F 0.35 1.62 3.70 -0.338
H -2.48 -3.85 3.16 0.239
H 5.50 3.35 -2.21 0.190
C 2.03 0.69 -1.54 -0.585
H 6.87 -1.03 -2.14 0.205
O -4.03 -4.33 1.20 -0.534
H -2.59 -0.29 1.20 0.242
C -5.38 -0.36 1.74 -0.446
C -3.21 -3.06 3.61 -0.446
H -2.54 -2.46 4.35 0.231
H -1.78 -2.11 0.34 0.236
C 3.67 2.25 -2.53 -0.398
C 0.11 1.48 1.27 0.929
C 5.35 0.07 -3.26 0.115
H 5.57 0.18 -5.43 0.180
O -7.23 1.80 2.35 -1.067
C 6.46 -1.00 -3.15 -0.596
H 3.08 2.13 -3.45 0.194
H 4.32 -0.95 -4.91 0.229
C -2.89 0.73 1.63 -0.424
P -7.17 0.25 2.18 1.431
C -0.41 0.91 2.68 0.635
C 4.77 0.02 -4.69 -0.639
C -5.02 -1.64 2.64 0.007
F -0.42 2.77 0.92 -0.323
H -8.02 -0.04 1.04 -0.030
H -7.74 -0.44 3.29 -0.019
H 1.58 0.50 -2.52 0.208
C -1.98 1.12 2.94 -0.468
H -2.35 -3.61 -0.65 0.261
H 3.98 0.37 0.39 0.215
H 7.28 -0.78 -3.83 0.173
H -2.58 1.51 0.83 0.230
H 5.15 1.51 -0.26 0.193
C 5.09 2.63 -2.93 -0.405
H -4.83 1.72 1.17 0.267
F -0.09 -0.48 2.76 -0.330
H -3.27 -2.01 -0.74 0.260
C 6.04 1.44 -3.03 -0.402
C -5.45 -0.65 0.15 0.259
H 5.06 3.16 -3.89 0.189
C -2.70 -2.71 -0.04 -0.723
H 3.21 3.10 -2.01 0.191
N -3.69 -2.25 2.45 -0.596
H 3.55 2.07 0.23 0.173
H 6.09 -2.00 -3.40 0.225
H -4.02 -3.68 4.14 0.218
O 3.71 -1.35 -2.28 -0.793
C 4.09 1.25 -0.25 -0.605
N -5.58 -0.96 -1.02 -0.289
N 4.38 -0.14 -2.18 -0.200
```

- Total charge: -1
- Kohn-Sham gap: 0.048 Ha
- Highest occupied orbital energy: -1.31 eV